Below is 2 unconnected molecules or ions with the total composition C6H10N2, with properties calculated with ωB97M-V/def2-TZVPD.

Values from the calculation:
energy above the lowest of the compared OMol25 structures with the same formula, charge and spin	211.9	kJ/mol
energy	-9362.24108	eV
HOMO	-9.163	eV
Kohn-Sham gap	0.3748	Eh
LUMO energy	1.036	eV
total charge	0
multiplicity	1
largest force on an atom	3.84	eV/Å

Positions of all 18 atoms, in Å:
1 N -1.0270 -1.2940 -0.6726
2 N 2.3214 0.4465 -0.1951
3 C 1.8292 -0.5542 0.7283
4 C -2.5501 0.3221 0.3841
5 C -0.1142 -0.3850 -0.7847
6 C -0.3772 1.0009 -0.5806
7 C -1.5582 1.3526 0.0052
8 C -2.1672 -0.9950 0.0000
9 H 0.7343 -0.7188 -1.3459
10 H 0.7566 -0.5830 0.8396
11 H 2.1351 0.1807 -1.1307
12 H -3.5234 0.5113 0.9445
13 H 2.0956 -1.6168 0.4136
14 H -2.8253 -1.8670 0.3670
15 H 2.2541 -0.3698 1.7450
16 H -1.6686 2.4356 0.3460
17 H 0.3455 1.7301 -0.9000
18 H 3.3393 0.4037 -0.1636

Below is a gas-phase ion, C6H13N5O (charge +2), with properties calculated with ωB97M-V/def2-TZVPD.

Values from the calculation:
energy	-15909.85589	eV
HOMO	-16.683	eV
Kohn-Sham gap	0.3099	Eh
LUMO energy	-8.251	eV
total charge	+2
multiplicity	1
largest force on an atom	2.23	eV/Å

Positions of all 25 atoms, in Å:
1 O -3.0563 -0.0147 -0.5943
2 N -2.7664 0.6419 0.4719
3 N 0.0357 0.1840 0.4550
4 N 2.8893 -0.0891 0.0516
5 N -3.0671 1.8543 0.4851
6 N -1.4850 -1.7798 -0.0072
7 C 2.0195 -1.3166 0.0825
8 C 2.1356 1.1997 -0.1402
9 C 0.7933 -1.0119 0.9103
10 C 0.6878 0.9669 -0.5773
11 C -0.5289 -1.0626 0.3023
12 C -2.7303 -1.4466 -0.5284
13 H -2.8692 2.3635 1.3462
14 H 1.7472 -1.5812 -0.9417
15 H 2.5790 -2.1491 0.5129
16 H 0.8942 -1.1105 1.9859
17 H 3.5901 -0.1998 -0.6916
18 H 2.6389 1.8126 -0.8874
19 H 2.1255 1.7461 0.8041
20 H 0.1957 1.9379 -0.6575
21 H -2.8372 -1.8024 -1.5599
22 H -3.5540 2.3348 -0.2867
23 H 0.6530 0.4830 -1.5614
24 H 3.4107 -0.0315 0.9349
25 H -3.5010 -1.9290 0.0911

Below is 4 unconnected molecules or ions with the total composition C4H7NS, with properties calculated with ωB97M-V/def2-TZVPD.

Values from the calculation:
energy above the lowest of the compared OMol25 structures with the same formula, charge and spin	1083.1	kJ/mol
energy	-16575.70542	eV
HOMO	-8.585	eV
Kohn-Sham gap	0.2882	Eh
LUMO energy	-0.742	eV
total charge	0
multiplicity	1
largest force on an atom	5.59	eV/Å

Positions of all 13 atoms, in Å:
1 S -0.8060 -2.1675 2.6746
2 N -0.8533 -0.8108 0.0112
3 C 0.1708 0.3361 -0.1389
4 C 0.1713 1.6606 -0.9474
5 C 0.4742 -1.1908 -0.5994
6 C -0.8223 -1.0217 1.3885
7 H 0.7067 0.3639 1.0203
8 H -1.2137 -0.1148 1.8519
9 H 1.3465 2.6972 -0.5544
10 H 0.2119 1.2989 -2.6279
11 H 1.2922 -1.8628 -0.0255
12 H -1.2407 1.8911 -0.2972
13 H 0.5624 -1.0793 -1.7557

Below is a molecular structure, C48H43Ge2N7O5Pb, with properties calculated with ωB97M-V/def2-TZVPD.

Values from the calculation:
energy above the lowest of the compared OMol25 structures with the same formula, charge and spin	87.6	kJ/mol
energy	-189416.16599	eV
HOMO (spin up / spin down)	-10.227 / -10.454	eV
Kohn-Sham gap (spin up / spin down)	0.2594 / 0.2122	Eh
⟨S²⟩	0.814
LUMO energy (spin up / spin down)	-3.170 / -4.679	eV
total charge	+1
multiplicity	2
largest force on an atom	1.10	eV/Å

Positions of all 106 atoms, in Å:
1 Pb 0.4530 0.7447 -0.4157
2 Ge -1.4443 -2.8489 -0.3303
3 Ge 0.7516 -3.9530 0.1124
4 O 0.4075 2.7412 -2.0074
5 O -1.6955 1.6215 0.5218
6 O -1.6640 -1.3687 0.8542
7 O -4.4086 -1.3289 1.1090
8 O 0.7323 3.6837 -4.3705
9 N 1.1856 3.9076 -0.1840
10 N 3.0443 -0.2860 0.8848
11 N 0.4786 -0.1406 2.0312
12 N -0.6491 -0.4379 2.7222
13 N 6.1393 4.7446 -0.9830
14 N 2.8676 1.3751 -1.7978
15 N 0.6496 2.9560 0.5531
16 C -2.6969 -1.2368 4.3600
17 C 3.7147 2.2695 -1.3005
18 C 0.4469 -5.8601 -0.2947
19 C 0.3000 3.2899 1.7858
20 C 2.0947 -3.1987 -1.1325
21 C 4.2752 -0.4459 0.4133
22 C -3.1596 2.0310 2.2903
23 C -2.0728 -0.7092 -2.3310
24 C -4.0713 -3.7579 -1.1883
25 C 1.3606 -3.6560 1.9652
26 C 1.9584 5.6680 -4.5996
27 C 3.9829 0.0677 3.0531
28 C -1.9756 -0.1041 -3.5774
29 C 5.4231 4.0024 -1.4892
30 C 2.8913 -0.0831 2.1992
31 C 2.3255 5.8316 -1.8518
32 C -1.4452 -1.9302 -2.0837
33 C -3.3407 -4.7417 0.8826
34 C -1.0572 3.0785 3.8080
35 C -1.2712 -0.7226 -4.5994
36 C 2.8318 1.2177 -3.1209
37 C -3.1196 -3.8681 -0.1785
38 C -5.2232 -4.5279 -1.1462
39 C -1.8571 2.0817 1.6813
40 C -5.2217 -1.5556 3.2831
41 C 5.4154 -0.3356 1.1952
42 C 1.5423 -0.1675 2.7475
43 C -1.6598 -0.9892 2.1215
44 C -3.3544 2.3829 3.5845
45 C -5.0459 -1.5833 4.6495
46 C -0.8024 2.7477 2.4532
47 C 4.5466 3.0531 -2.0971
48 C 1.0374 3.7211 -1.5155
49 C -2.2745 2.8641 4.3769
50 C -0.6993 -1.9700 -4.3847
51 C 3.6184 1.9508 -3.9947
52 C 4.4856 2.8982 -3.4796
53 C -3.7745 -1.4207 5.1958
54 C 1.5851 4.7662 -2.3831
55 C 2.6700 6.7143 -4.0512
56 C -4.1339 -1.3849 2.4278
57 C 1.4061 4.6835 -3.7806
58 C -5.4318 -5.4067 -0.0931
59 C -2.8460 -1.2215 2.9649
60 C 5.2627 -0.0308 2.5375
61 C -4.4971 -5.5031 0.9285
62 C -0.7823 -2.5640 -3.1346
63 C 2.8656 6.7944 -2.6725
64 H -5.9546 -4.4459 -1.9391
65 H -2.6054 -4.8222 1.6765
66 H 0.1723 -5.9713 -1.3436
67 H 2.0692 -2.1092 -1.1166
68 H 3.7441 2.3704 -0.2216
69 H -6.2019 -1.6705 2.8403
70 H -0.1816 -2.4745 -5.1904
71 H 5.0924 3.5175 -4.1252
72 H 1.3451 -6.4470 -0.1085
73 H -0.2524 3.5079 4.3919
74 H -0.3404 -3.5426 -2.9737
75 H -1.1781 -0.2414 -5.5643
76 H 2.2352 -4.2761 2.1594
77 H -3.6380 -1.4521 6.2677
78 H -0.3652 -6.2653 0.3074
79 H 4.3559 -0.6843 -0.6385
80 H 0.3730 3.1092 -3.6606
81 H 2.4561 5.8773 -0.7804
82 H 3.5434 1.7881 -5.0597
83 H -5.9007 -1.7233 5.2973
84 H -3.9032 -3.0757 -2.0140
85 H 1.9105 -3.5421 -2.1485
86 H -3.9714 1.6750 1.6696
87 H -1.7059 -1.1034 4.7660
88 H -2.4474 0.8556 -3.7407
89 H 3.4305 7.6143 -2.2525
90 H 3.0682 7.4824 -4.7005
91 H 2.1331 0.4748 -3.4919
92 H -2.6602 -0.2350 -1.5566
93 H 0.5877 -3.9058 2.6904
94 H -4.3395 2.3015 4.0248
95 H 3.8230 0.2609 4.1053
96 H 1.4641 -0.3909 3.8104
97 H 0.7661 4.1733 2.2245
98 H -6.3209 -6.0225 -0.0700
99 H -3.5983 -1.1523 0.6139
100 H 1.7888 5.5952 -5.6654
101 H -2.4451 3.1074 5.4161
102 H 6.3962 -0.4882 0.7687
103 H 1.6375 -2.6106 2.0992
104 H 3.0881 -3.5305 -0.8307
105 H 6.1222 0.0986 3.1805
106 H -4.6665 -6.1755 1.7591